This record from OMol25 describes a molecular structure, C32H26Cl2GeN2RuS6. The level of theory is ωB97M-V with the def2-TZVPD basis set.

## Properties
Expectation value of S² ... 0.76
Largest force on an atom ... 0.56 eV/A
2S+1 ... 2
HOMO level (spin up / spin down) ... -0.1283 / -0.1171 hartree
LUMO energy (spin up / spin down) ... 1.54 / 1.53 eV
Charge ... -1
HOMO-LUMO gap (spin up / spin down) ... 0.185 / 0.174 Eh
Electronic energy ... -6825.83428 hartree

Structure (XYZ):
```
70
C32H26Cl2GeN2RuS6 (ωB97M-V with the def2-TZVPD basis set)
Ru 0.0096 0.6115 0.7495
Cl 2.6017 0.5425 1.0353
C 3.0613 -0.9811 0.2955
C 4.3451 -1.4218 0.5597
C 4.7764 -2.6262 0.0298
C 3.9024 -3.3575 -0.7629
C 2.6306 -2.8813 -1.0160
Cl 1.6059 -3.8670 -2.0243
C 2.1326 -1.6695 -0.4978
S 0.5273 -1.1040 -0.8450
H 4.9932 -0.8186 1.1813
H 5.7732 -2.9928 0.2340
H 4.1991 -4.3062 -1.1878
C -1.6259 4.6062 -2.0235
S -2.0362 4.8358 -0.2707
C -2.6165 3.2481 0.1544
C -2.1136 2.4362 1.1098
S -0.7798 2.5347 2.1953
S -3.0667 0.9663 1.3647
C -4.3176 1.2181 0.0988
S -5.5568 0.1935 -0.0789
S -4.0402 2.6604 -0.7591
H -1.0177 5.4608 -2.3184
H -2.5187 4.5767 -2.6455
H -1.0433 3.6981 -2.1449
N 1.1520 3.3979 -0.2268
C 2.1672 3.9874 -0.8742
C 2.4851 3.1708 -1.9415
C 1.5872 2.0956 -1.8411
N 0.7742 2.2502 -0.8031
H 0.6370 3.6777 0.6076
H 2.5861 4.9180 -0.5328
H 3.2577 3.3216 -2.6736
H 1.4925 1.2124 -2.4517
C -1.9729 -0.3181 0.8210
Ge -2.1158 -1.8200 2.0774
C -3.5965 -3.0407 1.6731
C -4.0506 -3.9291 2.6515
C -5.0900 -4.8109 2.3910
C -5.6962 -4.8182 1.1411
C -5.2561 -3.9458 0.1581
C -4.2138 -3.0665 0.4263
C -2.5386 -1.0830 3.8487
C -3.8733 -0.8885 4.2129
C -4.2117 -0.2921 5.4193
C -3.2123 0.1280 6.2869
C -1.8824 -0.0553 5.9406
C -1.5511 -0.6538 4.7317
C -0.5144 -2.9214 2.2339
C 0.7138 -2.3695 2.5993
C 1.8188 -3.1795 2.8165
C 1.7218 -4.5539 2.6482
C 0.5145 -5.1140 2.2624
C -0.5963 -4.3022 2.0667
H -2.1921 -0.5721 -0.2170
H -3.5892 -3.9280 3.6329
H -5.4293 -5.4915 3.1623
H -6.5097 -5.5031 0.9354
H -5.7263 -3.9451 -0.8176
H -3.8815 -2.3871 -0.3486
H -4.6652 -1.2082 3.5439
H -5.2533 -0.1498 5.6793
H -3.4706 0.6060 7.2237
H -1.0964 0.2769 6.6076
H -0.5049 -0.7795 4.4784
H 0.8209 -1.2879 2.6746
H 2.7655 -2.7342 3.0940
H 2.5910 -5.1818 2.8001
H 0.4359 -6.1832 2.1077
H -1.5339 -4.7546 1.7680
```

---

This record from OMol25 describes a molecular structure, C32H26Cl2N8O3SV at a distorted geometry. The level of theory is ωB97M-V with the def2-TZVPD basis set.

## Properties
Expectation value of S² ... 3.76
Largest force on an atom ... 1.31 eV/A
2S+1 ... 4
HOMO level (spin up / spin down) ... -0.4910 / -0.5134 hartree
LUMO energy (spin up / spin down) ... -5.94 / -6.05 eV
Charge ... +2
HOMO-LUMO gap (spin up / spin down) ... 0.273 / 0.291 Eh
Electronic energy ... -4160.96710 hartree

Structure (XYZ):
```
73
C32H26Cl2N8O3SV (ωB97M-V with the def2-TZVPD basis set)
V 0.0562 0.6587 -0.1936
S 3.0425 2.3329 6.4837
N 3.0715 0.9691 5.6257
C 2.4300 1.1984 4.4830
C 2.2397 0.2469 3.4139
C 2.7906 -1.0374 3.4206
C 2.5983 -1.8379 2.3171
C 1.8252 -1.3596 1.2610
N 1.2643 -0.1620 1.2534
C 1.4976 0.6567 2.2992
C 1.0172 2.0329 2.1795
N 0.4078 2.3722 1.0178
C 0.0490 3.6377 0.8461
C 0.2445 4.6283 1.8067
C 0.8458 4.2912 3.0001
C 1.2520 2.9689 3.1951
C 1.9455 2.5176 4.3796
N 2.2300 3.2598 5.4452
H 3.3669 -1.3673 4.2723
H 3.0288 -2.8256 2.2586
H 1.6402 -1.9786 0.3916
H -0.4240 3.8743 -0.0970
H -0.0739 5.6388 1.6041
H 1.0221 5.0212 3.7747
O 0.6782 -3.8219 -5.6145
N 1.7341 -3.3255 -5.2945
O 2.8140 -3.5966 -5.7528
C 1.7023 -2.2758 -4.2512
C 2.6423 -1.3077 -4.3526
C 2.6733 -0.2276 -3.4163
C 3.6293 0.8038 -3.4768
C 3.5969 1.7975 -2.5292
C 2.6148 1.7522 -1.5358
N 1.7072 0.7989 -1.4545
C 1.7229 -0.1871 -2.3884
C 0.7163 -1.2219 -2.2961
N -0.1746 -1.1143 -1.2765
C -1.0540 -2.0804 -1.1015
C -1.1315 -3.1903 -1.9439
C -0.2731 -3.2965 -3.0086
C 0.6983 -2.2901 -3.2125
H 3.3754 -1.3574 -5.1460
H 4.3735 0.8024 -4.2582
H 4.3109 2.6057 -2.5361
H 2.5674 2.5213 -0.7729
H -1.7228 -1.9727 -0.2593
H -1.8763 -3.9476 -1.7563
H -0.3365 -4.1338 -3.6803
C -0.8730 -3.0612 2.5805
O -1.0877 -1.6561 2.6188
H -1.8144 -3.6018 2.4435
H -0.3787 -3.4141 3.4891
H -0.2263 -3.2647 1.7297
H -1.6176 -1.4847 3.4054
Cl -0.9558 1.9013 -2.3676
C -2.1803 3.2024 -2.5819
Cl -3.0686 3.5235 -1.1013
H -2.8659 2.8502 -3.3520
H -1.6339 4.0925 -2.8891
N -2.0336 0.7695 0.7135
C -3.2003 -0.0132 0.3773
C -3.9202 -0.6641 1.3697
C -5.0308 -1.4235 1.0336
C -5.4338 -1.5231 -0.2883
C -4.7210 -0.8609 -1.2753
C -3.6037 -0.1097 -0.9482
H -2.2650 1.7544 0.5712
H -1.8525 0.6556 1.7098
H -3.6269 -0.5688 2.4066
H -5.5894 -1.9238 1.8098
H -6.3048 -2.1051 -0.5466
H -5.0343 -0.9294 -2.3062
H -3.0375 0.3830 -1.7254
```

---

This record from OMol25 describes a molecular structure, C32H26GaN9PS2 at a distorted geometry. The level of theory is ωB97M-V with the def2-TZVPD basis set.

## Properties
Largest force on an atom ... 2.61 eV/A
HOMO level ... -0.3917 hartree
LUMO energy ... -3.45 eV
Charge ... +1
HOMO-LUMO gap ... 0.265 Eh
Electronic energy ... -4790.17691 hartree

Structure (XYZ):
```
71
C32H26GaN9PS2 (ωB97M-V with the def2-TZVPD basis set)
Ga 1.7301 -0.2693 -2.0943
S 3.9680 -0.1400 -2.8422
C 4.0639 1.5927 -2.7101
C 5.4105 2.1603 -2.5770
N 6.4813 2.6037 -2.4672
C 2.9699 2.4430 -2.7378
S 1.3067 2.0291 -2.5049
C 3.2119 3.8526 -3.0122
N 3.3050 4.9934 -3.1911
N -1.4393 -1.6656 -1.9403
P -1.4312 0.0598 -2.0400
C -3.0078 0.4040 -2.8270
C -4.2509 0.1360 -2.2237
C -5.4163 0.3334 -2.9433
C -5.3417 0.8035 -4.2613
C -4.1177 1.0191 -4.8850
C -2.9430 0.7899 -4.1683
C -1.6877 0.5253 -0.3218
C -1.5395 1.9062 -0.0695
C -1.7924 2.4387 1.1834
C -2.2271 1.5788 2.2100
C -2.2866 0.2029 1.9776
C -2.0272 -0.3450 0.7336
C -0.4724 -2.4488 -2.5789
C -0.7979 -3.7683 -2.9134
C 0.0829 -4.5184 -3.7214
C 1.2366 -3.8549 -4.2371
C 1.5118 -2.5480 -3.8866
N 0.7379 -1.9081 -2.9561
H -2.3486 -2.1569 -1.8463
H -4.2927 -0.2115 -1.2001
H -6.3737 0.0692 -2.5235
H -6.2880 0.9764 -4.8082
H -4.0805 1.4206 -5.9055
H -1.9385 1.0096 -4.5862
H -1.1899 2.5809 -0.8630
H -1.6752 3.5122 1.3533
H -2.4281 2.0052 3.1925
H -2.5275 -0.4544 2.7891
H -2.0832 -1.4347 0.5922
H -1.7434 -4.1941 -2.5699
H -0.1214 -5.5516 -3.9352
H 1.9443 -4.3715 -4.8823
H 2.4153 -1.9977 -4.2524
C 2.8668 1.3410 0.6877
C 2.3494 -0.0393 0.8312
N 1.8511 -0.8259 -0.1553
C 1.5296 -2.0675 0.3724
C 1.8204 -2.1114 1.6979
N 2.3424 -0.8146 2.0034
C 2.9742 -0.4894 3.3233
N 2.1729 0.4249 4.2218
N 2.4992 1.7901 4.2093
N 1.6788 2.4373 4.9430
C 0.7909 1.5417 5.4962
C -0.3739 1.7221 6.2920
C -1.1292 0.6172 6.6130
C -0.7674 -0.6807 6.1194
C 0.3527 -0.8821 5.3372
C 1.1226 0.2455 5.0611
H 2.1735 1.9720 0.1304
H 3.8341 1.3945 0.1685
H 3.0024 1.7840 1.6829
H 1.1106 -2.8413 -0.2802
H 1.6701 -2.8535 2.4975
H 3.9229 0.0727 3.1486
H 3.1521 -1.4221 3.9283
H -0.6520 2.7398 6.5683
H -2.0018 0.7072 7.2519
H -1.4462 -1.5278 6.3479
H 0.6470 -1.8419 4.9540
```

---

This record from OMol25 describes a molecular structure, C32H26N10OSV at a distorted geometry. The level of theory is ωB97M-V with the def2-TZVPD basis set.

## Properties
Expectation value of S² ... 3.79
Largest force on an atom ... 4.26 eV/A
2S+1 ... 4
HOMO level (spin up / spin down) ... -0.4511 / -0.4567 hartree
LUMO energy (spin up / spin down) ... -5.97 / -6.09 eV
Charge ... +2
HOMO-LUMO gap (spin up / spin down) ... 0.232 / 0.233 Eh
Electronic energy ... -3199.64943 hartree

Structure (XYZ):
```
71
C32H26N10OSV (ωB97M-V with the def2-TZVPD basis set)
V 0.0517 0.3477 -0.3721
N -0.2102 -0.9771 3.7077
C 0.2288 -0.7347 2.4869
N -0.4310 -0.0210 1.6344
C -1.5962 0.6100 2.0801
N -1.9946 1.6312 1.3746
N -1.1443 1.8204 0.3662
C -1.1807 2.9879 -0.2734
C -0.3419 3.1418 -1.4023
C -0.0784 4.3918 -2.0213
C 0.8127 4.4494 -3.0791
C 1.2721 3.2154 -3.5957
C 0.8906 2.0374 -3.0050
N 0.1552 1.9680 -1.8850
C -2.2516 0.2127 3.2842
C -3.6111 0.5038 3.5694
C -4.2288 -0.1881 4.5967
C -3.4715 -1.0204 5.4338
C -2.1135 -1.1917 5.2537
C -1.5081 -0.6328 4.1348
H 0.4232 -1.4237 4.4069
H 1.1604 -1.1683 2.1224
H -1.7804 3.7995 0.1458
H -0.6916 5.2247 -1.6421
H 1.0877 5.4327 -3.5007
H 2.0018 3.1797 -4.4150
H 1.1944 1.0766 -3.4253
H -4.1640 1.2161 2.9461
H -5.3105 -0.0974 4.7296
H -3.8703 -1.5344 6.3115
H -1.5332 -1.7893 5.9640
N 4.3321 -0.4382 -0.2308
C 5.0868 0.7643 -0.2092
C 6.4474 0.7455 -0.6236
C 7.0770 1.9572 -0.8613
C 6.4003 3.1830 -0.6547
C 5.0816 3.1694 -0.2146
C 4.3810 1.9844 -0.0020
S 2.7576 2.0760 0.5514
N 2.2016 0.5700 0.0720
C 2.9674 -0.4723 -0.1999
C 2.2841 -1.7188 -0.5413
C 2.7957 -2.9871 -0.3559
C 2.1584 -4.0643 -0.9965
C 1.0081 -3.7796 -1.7506
C 0.4237 -2.5095 -1.7431
N 1.0073 -1.5002 -1.0182
H 4.8597 -1.3060 -0.4110
H 6.8947 -0.2223 -0.8128
H 8.1335 1.9668 -1.1559
H 6.9001 4.1179 -0.9098
H 4.6034 4.1003 0.0348
H 3.7116 -3.0959 0.2308
H 2.5752 -5.0517 -0.9899
H 0.5325 -4.5317 -2.4008
H -0.5351 -2.3118 -2.2545
N -6.3302 -2.5026 -2.3445
C -5.6230 -2.7886 -1.2116
O -5.9029 -3.6684 -0.3892
C -4.3460 -2.0292 -1.0562
C -3.4058 -2.4318 -0.1338
C -2.1874 -1.7841 -0.0338
N -1.8304 -0.7231 -0.7970
C -2.7815 -0.2802 -1.6605
C -4.0186 -0.8706 -1.7993
H -7.2140 -2.9598 -2.4900
H -5.9119 -1.8813 -3.0256
H -3.6059 -3.2779 0.5337
H -1.4444 -2.1371 0.6595
H -2.5163 0.6301 -2.2107
H -4.7338 -0.4084 -2.5252
```

---

This record from OMol25 describes a molecular structure, C32H27BrClF9N5O4Zr at a distorted geometry. The level of theory is ωB97M-V with the def2-TZVPD basis set.

## Properties
Largest force on an atom ... 1.36 eV/A
HOMO level ... -0.3920 hartree
LUMO energy ... -3.69 eV
Charge ... +1
HOMO-LUMO gap ... 0.256 Eh
Electronic energy ... -5790.44727 hartree

Structure (XYZ):
```
80
C32H27BrClF9N5O4Zr (ωB97M-V with the def2-TZVPD basis set)
Zr 0.3803 -0.7803 0.5278
Cl -1.5830 -3.1863 7.3666
C -1.3979 -2.6264 5.7378
C -2.5057 -2.0772 5.0664
C -2.4180 -1.6507 3.7637
C -1.2042 -1.7573 3.0653
O -1.1274 -1.4510 1.8001
C -0.0706 -2.2164 3.7804
C 1.2313 -2.1005 3.2452
O 1.5383 -1.4263 2.2332
C -0.1920 -2.6951 5.1070
H -3.4468 -2.0025 5.5957
H -3.2811 -1.2571 3.2444
H 2.0492 -2.5986 3.7760
H 0.6786 -3.0810 5.6225
Br 2.4613 7.0632 -0.8597
C 0.6917 6.5265 -0.5042
C 0.0741 5.6008 -1.3356
C -1.2370 5.2210 -1.0882
C -1.9210 5.7825 -0.0194
C -1.3082 6.7345 0.7797
C 0.0122 7.0953 0.5596
N -3.3360 5.5944 0.2836
N -3.8817 4.4886 0.2860
C -3.1179 3.2805 0.0117
C -3.5183 2.4693 -1.0019
C -2.8568 1.2444 -1.2637
C -1.8230 0.8343 -0.4791
O -1.1034 -0.2889 -0.7174
C -1.4513 1.6352 0.6391
N -0.4626 1.1493 1.4615
C -0.1103 1.8377 2.5245
C -0.7149 3.0534 2.8715
C -1.6908 3.5595 2.0610
C -2.0849 2.8566 0.8975
H 0.6071 5.1932 -2.1833
H -1.7214 4.5204 -1.7560
H -1.8812 7.2073 1.5678
H 0.4923 7.8379 1.1808
H -4.3472 2.7767 -1.6264
H -3.1684 0.6226 -2.0921
H 0.6758 1.4154 3.1412
H -0.4010 3.5682 3.7675
H -2.1749 4.4932 2.3117
C -1.9170 -4.4536 -2.1024
C -0.9713 -3.4034 -2.6708
N 0.4523 -3.6763 -2.4122
C 1.2143 -4.3451 -3.4835
C 1.1502 -5.8615 -3.4077
C 0.9963 -3.3477 -1.2527
C 2.4584 -3.5704 -1.0141
N 0.2954 -2.8528 -0.2294
H -2.9478 -4.1504 -2.2848
H -1.7934 -4.5876 -1.0271
H -1.7642 -5.4227 -2.5740
H -1.1972 -2.4077 -2.2821
H -1.0834 -3.3482 -3.7523
H 2.2430 -4.0006 -3.4503
H 0.7994 -3.9893 -4.4256
H 1.5548 -6.2305 -2.4649
H 1.7358 -6.2954 -4.2175
H 0.1280 -6.2247 -3.5039
H 3.0778 -3.1662 -1.8112
H 2.6425 -4.6437 -0.9395
H 2.7481 -3.1008 -0.0794
H -0.7085 -2.8948 -0.3982
F 1.1712 -0.4326 -2.6698
C 2.4137 0.0558 -2.6127
F 2.4734 1.1498 -3.3715
F 3.2229 -0.8613 -3.1496
C 2.8038 0.3685 -1.1326
O 2.2470 -0.5469 -0.2771
C 4.3474 0.3548 -0.9691
F 4.9346 1.1193 -1.8911
F 4.6846 0.8069 0.2390
F 4.8240 -0.8856 -1.0787
C 2.2610 1.7863 -0.7621
F 2.3012 1.9734 0.5629
F 0.9533 1.8338 -1.1121
F 2.8956 2.7845 -1.3418
```

---

This record from OMol25 describes a molecular structure, C32H27ClHfN6O2S at a distorted geometry. The level of theory is ωB97M-V with the def2-TZVPD basis set.

## Properties
Largest force on an atom ... 3.91 eV/A
HOMO level ... -0.4836 hartree
LUMO energy ... -6.39 eV
Charge ... +2
HOMO-LUMO gap ... 0.249 Eh
Electronic energy ... -2620.69128 hartree

Structure (XYZ):
```
70
C32H27ClHfN6O2S (ωB97M-V with the def2-TZVPD basis set)
Hf 12.7371 9.3129 11.4066
N 12.2909 5.5187 8.8293
C 12.2533 6.6445 9.5824
S 13.7333 7.4229 9.9610
N 11.0489 6.9242 10.0288
N 10.9887 7.9308 10.9993
C 9.9210 7.9728 11.7472
C 8.8691 6.9539 11.7182
C 8.2890 6.4760 12.9007
C 7.3580 5.4261 12.8702
C 6.7668 5.0756 11.6377
C 7.2564 5.6339 10.4274
C 8.3268 6.4977 10.4991
C 9.7677 9.1345 12.6497
C 8.6066 9.4620 13.3694
C 8.5690 10.5652 14.1991
C 9.7222 11.3537 14.2870
C 10.8195 10.9918 13.6078
N 10.8494 9.9194 12.7428
H 13.1754 5.3072 8.4657
H 11.4963 4.8920 8.8168
H 8.5817 6.9627 13.7778
H 7.0565 4.9157 13.8172
H 5.9655 4.2993 11.5774
H 6.8822 5.2959 9.4781
H 8.7960 6.8506 9.5581
H 7.6311 8.8450 13.2320
H 7.6446 10.8281 14.7084
H 9.7723 12.2992 14.8551
H 11.6822 11.6005 13.5577
Cl 19.5784 10.1831 13.7207
C 17.9255 10.3019 13.5232
C 17.0253 10.4435 14.5931
C 15.6982 10.5333 14.2501
C 15.2207 10.3251 12.9819
O 13.8649 10.3348 12.7637
C 16.1335 10.3000 11.8459
C 15.6830 10.5483 10.5534
N 14.4010 10.5493 10.2205
C 13.9981 11.0225 8.9247
C 14.8834 11.1316 7.8669
C 14.3673 11.2890 6.5565
C 12.9850 11.4947 6.3724
C 12.0650 11.3926 7.4611
C 10.6868 11.5195 7.3128
C 9.8455 11.2526 8.4025
C 10.4900 10.8452 9.6063
N 11.7849 10.5332 9.7659
C 12.6131 11.0614 8.7556
C 17.4735 10.3090 12.2156
H 17.4888 10.4767 15.6378
H 14.9185 10.6295 14.9946
H 16.4071 10.7271 9.7463
H 15.8940 10.7848 7.9996
H 15.0071 11.3967 5.7250
H 12.6198 11.6554 5.3807
H 10.4114 11.6712 6.2996
H 8.7433 11.4524 8.3485
H 9.9104 10.7824 10.5772
H 18.3050 10.3365 11.5387
C 14.6340 6.1401 13.2115
C 13.4516 6.9854 13.6225
C 12.8691 6.7378 14.9504
O 12.9886 7.9147 12.8941
H 14.4746 5.0677 13.4334
H 15.5034 6.3776 13.7253
H 14.8706 6.2660 12.1190
H 11.8622 7.1245 15.0718
H 13.4673 7.2332 15.7591
H 12.8701 5.7091 15.2855
```